(1)
114
Properties=species:S:1:pos:R:3:lowdin_spin:R:1 method="wB97M-V/def2-TZVPD" charge=+2 multiplicity=6 s_squared=8.818 lumo_energy_ev="-6.498 / -6.524" homo_lumo_gap_ha="0.1975 / 0.2361" fmax_ev_per_a=1.5 relative_energy_ev=7.101
Os -0.008 -0.474 0.219 2.6236
Br 0.557 -1.724 -4.748 0.0007
Ge 2.562 0.347 0.594 0.1738
S 1.552 -1.471 3.357 0.0706
S -0.088 -0.332 2.792 0.1449
P -1.808 1.205 -0.150 0.0112
O -2.847 -3.370 0.490 0.0313
O 0.924 1.996 -0.375 0.1061
O 1.722 3.952 0.339 0.0624
O -1.698 -1.493 0.193 0.2087
N 0.957 -4.749 0.002 0.0227
N 0.915 -2.318 0.296 0.0199
N 1.873 1.327 3.590 0.0417
C -1.961 1.452 -2.878 0.0019
C -2.507 0.782 -1.777 0.0021
C 3.893 -1.041 1.293 -0.0046
C 0.696 -5.678 1.130 0.0014
C 4.657 -1.022 2.390 0.0020
C -3.327 0.156 -4.372 0.0017
C 4.770 2.199 0.520 0.0122
C -4.259 0.542 1.201 -0.0017
C -2.097 -4.400 -2.014 0.0013
C -1.843 5.820 -0.687 -0.0003
C 2.205 0.223 -3.678 0.0060
C -4.620 1.217 3.487 -0.0016
C -1.668 -3.152 -1.566 0.0061
C -0.612 5.213 -0.525 0.0016
C -1.684 3.041 -0.326 0.0068
C 5.777 -3.008 2.218 0.0008
C -2.363 1.134 -4.165 -0.0002
C -3.452 -0.217 -1.998 0.0010
C 4.169 0.505 4.222 0.0024
C -3.004 1.137 1.215 -0.0040
C 2.561 -6.239 -1.083 0.0011
C -5.061 0.584 2.336 0.0000
C 1.337 -5.365 -1.292 0.0011
C 2.848 -0.056 -1.359 0.1326
C 4.419 -0.526 -3.141 0.0102
C -0.881 -2.356 -2.389 0.0219
C -3.368 1.820 3.507 0.0004
C 0.775 3.186 -0.147 0.0203
C -3.869 -0.515 -3.288 0.0002
C -0.518 -2.814 -3.642 0.0026
C -2.917 3.678 -0.456 0.0007
C 1.906 -6.576 1.334 0.0005
C -2.125 -2.701 -0.206 0.0236
C -2.569 1.780 2.377 -0.0012
C 1.601 0.269 2.696 0.2054
C 3.239 1.658 3.960 0.0113
C 3.470 -0.170 -4.093 0.0011
C 0.921 -3.472 0.153 0.0190
C -2.997 5.048 -0.646 0.0014
C 4.139 -2.253 0.599 0.0013
C -1.739 -4.842 -3.280 0.0007
C 4.913 4.491 1.354 0.0096
C -0.532 3.831 -0.365 0.0041
C 3.435 2.104 0.803 0.2206
C 2.308 -7.262 0.026 0.0000
C -0.943 -4.050 -4.102 0.0008
C 5.522 3.372 0.742 0.3173
C 5.044 -3.202 1.050 -0.0001
C 4.109 -0.472 -1.788 0.0185
C 1.899 0.274 -2.325 0.0384
C 5.577 -1.851 2.968 0.0001
C 3.592 4.476 1.648 0.2205
C 2.713 3.329 1.289 0.0673
H -1.930 1.659 -5.008 -0.0001
H -6.039 0.119 2.312 0.0000
H 6.494 -3.744 2.560 0.0001
H -3.021 2.328 4.398 0.0001
H 3.201 2.239 4.886 0.0004
H 3.777 -0.319 4.811 0.0007
H 1.667 -7.314 2.100 0.0000
H 0.456 -5.085 2.009 0.0000
H 1.448 0.493 -4.408 0.0006
H -3.968 5.515 -0.758 0.0001
H 4.359 0.022 3.149 0.0003
H -1.219 2.230 -2.735 0.0000
H 5.510 5.365 1.589 -0.0053
H 0.482 -5.962 -1.620 0.0004
H 3.715 -0.203 -5.147 0.0001
H 6.569 3.403 0.468 0.0171
H -0.663 -4.384 -5.093 0.0002
H 2.809 -6.733 -2.023 0.0001
H 1.229 1.343 4.373 0.0085
H 3.704 2.310 3.218 0.0047
H 4.884 -0.745 -1.080 0.0013
H 0.896 0.589 -2.041 0.0198
H 3.198 -7.871 0.184 0.0000
H -2.729 -4.996 -1.368 0.0001
H -3.855 -0.795 -1.180 0.0002
H -5.253 1.250 4.366 -0.0001
H 6.098 -1.646 3.893 0.0000
H 0.298 5.799 -0.530 0.0004
H 1.511 -7.945 -0.286 0.0000
H 5.192 -4.111 0.475 0.0000
H 5.301 1.336 0.136 -0.0046
H -4.639 0.050 0.319 -0.0001
H 2.062 3.069 2.125 0.0177
H 5.408 -0.842 -3.450 0.0013
H -0.575 -1.366 -2.088 0.0198
H 1.493 -4.569 -2.018 0.0000
H -3.652 -0.082 -5.378 0.0001
H -2.088 -5.804 -3.637 0.0001
H -4.612 -1.290 -3.441 0.0000
H -0.189 -6.260 0.862 0.0009
H 5.179 0.797 4.505 0.0001
H 2.738 -5.973 1.713 0.0000
H 3.413 -5.602 -0.817 0.0000
H 3.603 -2.415 -0.330 0.0002
H -1.604 2.283 2.393 0.0004
H -3.833 3.098 -0.415 0.0001
H -1.907 6.891 -0.834 0.0000
H 3.108 5.334 2.101 0.0105

(2)
64
Properties=species:S:1:pos:R:3:lowdin_charge:R:1 method="wB97M-V/def2-TZVPD" charge=0 lumo_energy_ev="-0.912 / -0.850" homo_lumo_gap_ha="0.2233 / 0.2233" fmax_ev_per_a=2.0 relative_energy_ev=0.572
Ir -0.036 0.145 -0.074 1.2407
As -1.013 1.708 -1.911 1.0614
Cl 6.985 0.256 1.185 0.6620
Cl 6.833 -0.019 -1.952 0.6596
Si -1.697 -1.964 2.275 0.2381
O 2.380 0.425 3.346 0.0688
O -1.415 -0.959 1.074 -0.5210
O 1.967 0.073 -3.707 0.0666
N -0.470 -1.456 -1.709 -0.0050
N 1.719 -0.074 -1.405 -0.0255
N -0.416 1.709 1.618 0.0020
N 1.828 0.503 1.097 -0.0118
C 4.164 0.030 -1.637 -0.0394
C -0.616 -3.330 -3.724 -0.0331
C -3.571 -2.233 2.498 -0.1764
C -1.461 -3.405 -2.626 -0.0295
C 2.984 0.121 -0.898 -0.2141
C 0.304 2.305 3.807 0.0197
C 0.437 1.581 2.632 -0.1954
C -1.368 -2.429 -1.646 -0.0962
C 4.295 0.332 1.122 -0.0317
C 0.352 -1.383 -2.752 -0.2427
C 1.434 -0.355 -2.697 -0.5249
C -1.849 0.826 -3.444 -0.2672
C 5.456 0.224 0.381 -0.6903
C -1.422 2.570 1.726 -0.1145
C 0.291 -2.285 -3.802 0.0123
C 0.215 2.879 -2.872 -0.2587
C 5.391 0.089 -1.006 -0.6945
C -1.051 -1.373 3.956 -0.1634
C -1.580 3.390 2.829 -0.0405
C 1.655 0.734 2.416 -0.4849
C -0.705 3.248 3.897 -0.0352
C -2.466 2.993 -1.606 -0.2946
C -0.953 -3.679 1.914 -0.1720
C 3.048 0.302 0.496 -0.2143
H -1.444 -4.150 1.058 0.0108
H -2.377 4.120 2.857 0.1088
H 0.109 -3.581 1.677 0.0260
H -3.324 2.486 -1.166 0.0334
H 0.714 3.556 -2.181 0.0364
H -2.146 3.796 -0.944 0.0223
H -1.290 -2.092 4.743 0.0288
H 4.349 0.431 2.195 0.1010
H 0.971 2.279 -3.378 0.0172
H -2.753 3.415 -2.567 0.0319
H -0.808 3.860 4.783 0.1139
H -1.497 -0.414 4.232 0.0211
H -0.667 -4.070 -4.512 0.1143
H -2.183 -4.202 -2.527 0.1116
H 4.114 -0.089 -2.709 0.1020
H -2.014 -2.410 -0.777 0.1021
H -1.166 0.126 -3.918 0.0159
H -4.039 -2.589 1.578 0.0156
H -2.120 2.601 0.901 0.0789
H 0.034 -1.243 3.939 0.0204
H 1.008 2.123 4.606 0.1266
H -0.347 3.455 -3.606 0.0358
H -3.755 -2.973 3.281 0.0245
H -1.048 -4.351 2.769 0.0248
H 0.960 -2.152 -4.640 0.1267
H -2.136 1.582 -4.174 0.0375
H -2.734 0.284 -3.112 0.0380
H -4.061 -1.302 2.792 0.0193

(3)
40
Properties=species:S:1:pos:R:3:lowdin_charge:R:1 method="wB97M-V/def2-TZVPD" smiles="Cc1ccc([C@H]([C@@H]2C(=[N+]([O-])[O-])C=C(C#N)c3no[n+]([O-])c32)S(=O)(=O)C(F)(F)F)cc1" charge=-1 lumo_energy_ev=2.445 homo_lumo_gap_ha=0.2585 fmax_ev_per_a=6.9 relative_energy_ev=1.549
S 1.692 -1.134 -2.294 0.8427
F 0.221 -0.661 -4.487 0.0971
F 0.703 -2.809 -4.211 0.1139
F 2.246 -1.433 -4.992 0.1221
O -0.152 -0.594 3.283 -0.0162
O 2.643 -0.115 -2.540 -0.2986
O -1.169 -2.391 -2.470 -0.0381
O 1.554 -1.235 1.845 0.0717
O 2.099 -2.427 -1.673 -0.3296
O -3.350 -2.657 -2.186 -0.0080
N 0.391 -0.999 2.020 -0.1596
N -5.162 -0.909 3.283 0.1203
N -2.250 -2.174 -1.833 -0.3306
N -1.564 -0.544 3.269 0.1412
C -0.059 1.703 0.056 -0.0278
C -0.791 -1.238 -0.189 -0.1809
C 1.194 -1.554 -4.143 -0.5688
C -4.280 -1.001 2.562 -0.1960
C -3.200 -1.135 1.582 -0.1796
C 0.831 0.736 -0.438 -0.2188
C 2.190 0.845 -0.048 -0.0529
C 1.721 2.826 1.289 -0.2770
C -3.294 -1.384 0.220 0.0606
C 0.361 2.696 0.941 -0.0353
C -1.881 -0.848 1.995 -0.2258
C 2.611 1.898 0.755 -0.0407
C 0.262 -0.485 -1.150 -0.1989
C -2.161 -1.476 -0.611 -0.1377
C -0.745 -0.983 1.177 -0.0949
C 2.121 3.846 2.320 -0.0637
H 3.201 3.819 2.507 0.0711
H 3.689 1.949 1.003 0.1193
H 0.054 -2.019 -0.633 0.1876
H 2.955 0.179 -0.446 0.0994
H -1.092 1.707 -0.316 0.1305
H -4.266 -1.627 -0.148 0.1202
H 1.630 3.639 3.278 0.0824
H -0.353 3.373 1.377 0.1058
H 1.846 4.860 2.019 0.0745
H -0.445 -0.244 -1.974 0.1193

(4)
31
Properties=species:S:1:pos:R:3:lowdin_charge:R:1 method="wB97M-V/def2-TZVPD" charge=-2 lumo_energy_ev=5.489 homo_lumo_gap_ha=0.1320 fmax_ev_per_a=1.5
Ca 0.096 0.077 -0.165 1.2585
O -0.164 1.026 1.760 -0.4604
N 1.442 1.563 -1.295 -0.1939
C 0.188 -2.623 -0.486 -0.2781
C -1.243 -1.610 -1.982 -0.2253
C 0.464 2.064 -2.104 -0.7619
C -1.379 0.139 3.559 -0.0964
C 1.258 0.126 3.444 -0.0906
C 0.074 -1.504 -2.495 -0.2141
C -1.182 -2.302 -0.737 -0.2549
C 0.807 2.576 -3.361 -0.1514
C 0.962 -2.114 -1.572 -0.2473
C -0.098 0.044 2.731 -0.6846
C -0.915 1.993 -1.680 -0.2396
H -2.029 -2.657 -0.162 0.0617
H 0.342 -1.125 -3.479 0.0806
H -2.155 -1.322 -2.501 0.0758
H -1.484 -0.639 4.320 0.0474
H 1.423 1.098 3.940 0.0681
H 1.855 2.545 -3.649 -0.0474
H 2.066 0.002 2.705 0.0670
H 2.026 -2.276 -1.721 0.0694
H -1.696 1.797 -2.408 -0.0280
H 0.549 -3.253 0.316 0.0596
H -1.477 1.118 4.057 0.0675
H -1.216 2.313 -0.675 -0.0285
H 0.028 2.882 -4.035 -0.0503
H -0.115 -0.967 2.254 0.0975
H 2.404 1.650 -1.648 -0.0168
H -2.233 0.037 2.874 0.0673
H 1.402 -0.658 4.195 0.0490

(5)
20
Properties=species:S:1:pos:R:3:lowdin_charge:R:1 method="wB97M-V/def2-TZVPD" smiles=CCCN1C[C@H]1C charge=0 lumo_energy_ev=1.227 homo_lumo_gap_ha=0.3782 fmax_ev_per_a=0.3 relative_energy_ev=0.888
N 0.196 0.669 -0.174 -0.0951
C 2.122 2.267 0.024 -0.0609
C -1.712 -0.805 0.260 -0.2564
C -0.203 -0.617 0.373 -0.2423
C 0.696 0.679 -1.535 -0.1121
C -2.180 -2.103 0.910 -0.1228
C 1.608 0.908 -0.384 -0.3499
H 2.277 0.073 -0.155 0.1361
H -1.855 -2.976 0.334 0.0701
H -1.773 -2.203 1.923 0.0704
H -3.271 -2.144 0.987 0.0680
H 0.090 -0.639 1.432 0.1239
H 2.173 2.336 1.116 0.0741
H 0.322 -1.455 -0.128 0.1212
H -2.005 -0.780 -0.798 0.1085
H 3.121 2.462 -0.379 0.0719
H -2.200 0.055 0.733 0.1083
H 1.446 3.053 -0.327 0.0767
H 0.778 -0.284 -2.045 0.1057
H 0.370 1.504 -2.166 0.1046

(6)
25
Properties=species:S:1:pos:R:3:lowdin_charge:R:1 method="wB97M-V/def2-TZVPD" charge=0 lumo_energy_ev="-0.452 / -1.022" homo_lumo_gap_ha="0.2239 / 0.1964" fmax_ev_per_a=5.6 relative_energy_ev=6.553
Cl -5.283 -0.003 -0.262 0.6261
O 3.756 0.125 0.294 0.1018
O -1.093 2.968 0.064 -0.0803
O 1.441 0.295 -0.318 0.0303
N -0.533 1.862 0.055 -0.0235
C 2.935 2.307 -0.097 0.0210
C 2.675 0.878 0.011 -0.2980
C 1.012 -2.179 -0.268 -0.0786
C -0.794 -0.523 -0.112 -0.1334
C -3.043 -1.409 0.329 -0.0995
C -3.552 -0.147 0.027 -0.6602
C -2.742 0.927 0.032 -0.0656
C -1.696 -1.625 0.144 -0.0207
C 0.506 -0.847 -0.140 -0.2552
C -1.386 0.771 0.076 -0.2176
H 1.952 -2.254 -0.957 0.1263
H -1.263 -2.672 0.123 0.1105
H 3.327 -0.736 0.648 0.1723
H 1.985 2.947 0.078 0.1314
H 0.216 -2.832 -0.685 0.0763
H -3.028 1.963 -0.034 0.1165
H 3.452 2.419 -1.003 0.0782
H 1.250 -2.495 0.782 0.1033
H -3.781 -2.202 0.449 0.1062
H 3.687 2.462 0.763 0.1322